1.
{
  "formula": "C3H8Si",
  "method": "ωB97M-V/def2-TZVPD",
  "homo_ev": [-8.493, -8.495],
  "de_lowest_kj_mol": 466.3,
  "orbital_gap_ev": [8.3, 8.3],
  "spin_multiplicity": 1,
  "symbols": ["C", "C", "C", "Si", "H", "H", "H", "H", "H", "H", "H", "H"],
  "coordinates": [[-0.753, -0.230, -0.960], [0.033, 0.292, 0.173], [0.078, -0.411, 1.524], [0.982, 0.260, -1.494], [-1.133, -1.298, -0.969], [-1.669, 0.328, -1.265], [-0.827, 1.984, 0.703], [-0.510, -1.448, 1.515], [-0.267, 0.168, 2.439], [1.125, -0.618, 1.891], [2.059, -0.740, -2.012], [0.881, 1.713, -1.545]]
}


2.
{
  "formula": "C3H9Ag2ClO4P",
  "method": "ωB97M-V/def2-TZVPD",
  "homo_ev": [-18.003, -16.881],
  "orbital_gap_ev": [8.5, 3.6],
  "charge": 2,
  "spin_multiplicity": 2,
  "symbols": ["Ag", "Ag", "Cl", "C", "O", "P", "O", "O", "C", "O", "C", "H", "H", "H", "H", "H", "H", "H", "H", "H"],
  "coordinates": [[6.166, -1.002, -19.535], [4.877, -3.195, -17.205], [6.017, -0.516, -16.746], [2.774, 0.557, -15.353], [1.722, -0.452, -15.389], [1.987, -1.930, -14.786], [3.051, -2.728, -15.492], [2.273, -1.649, -13.263], [1.853, -2.615, -12.271], [0.465, -2.607, -14.879], [0.073, -3.023, -16.131], [3.019, 0.817, -16.383], [3.725, 0.161, -14.996], [2.482, 1.389, -14.714], [2.747, -2.959, -11.751], [1.306, -3.499, -12.600], [1.254, -2.181, -11.471], [0.864, -2.827, -16.854], [-0.791, -2.444, -16.456], [-0.186, -4.079, -16.214]]
}


3.
{
  "formula": "C3H9BN2O",
  "method": "ωB97M-V/def2-TZVPD",
  "homo_ev": [-4.775, -10.549],
  "de_lowest_kj_mol": 0.0,
  "orbital_gap_ev": [5.4, 8.1],
  "spin_multiplicity": 3,
  "symbols": ["B", "C", "C", "C", "N", "N", "O", "H", "H", "H", "H", "H", "H", "H", "H", "H"],
  "coordinates": [[1.064, -0.053, 0.033], [-0.950, -0.172, 0.238], [1.951, 0.671, 1.125], [1.279, -1.067, -1.084], [-2.996, 0.712, -0.384], [-1.635, 0.882, -0.208], [-1.393, -1.305, 0.480], [3.033, 0.736, 0.993], [1.860, -0.185, 1.926], [1.602, 1.553, 1.552], [1.395, -0.615, -2.018], [0.464, -1.854, -1.109], [2.275, -1.483, -0.895], [-3.222, -0.342, -0.497], [-3.524, 0.802, 0.479], [-1.203, 1.719, -0.630]]
}


| no. | energy (eV) | M (g/mol) |
| --- | --- | --- |
| 1 | -11112.15317 | 72.2 |
| 2 | -41237.62498 | 391.3 |
| 3 | -8955.30326 | 99.9 |